<one>
C6H9N3 in the gas phase. Source: the Open Molecules 2025 dataset; level of theory: wB97M-V/def2-TZVPD.

Frontier orbital gap (spin up / spin down), eV: 6.613 / 7.860
HOMO level (spin up / spin down), eV: -7.16 / -7.68
E_LUMO (spin up / spin down), eV: -0.55 / 0.18

Geometry as ORCA input:
```
! wB97M-V def2-TZVPD RIJCOSX def2/J DEFGRID3
* xyz 0 1
C -0.29 1.99 -0.26
C -1.89 0.43 -0.11
C 0.45 -0.82 0.00
C -2.71 -0.58 0.13
C 0.15 -2.09 -0.21
C 0.52 1.46 0.82
N -1.37 1.36 -0.72
N 1.19 0.17 0.41
N 2.26 0.57 -0.49
H -0.04 2.95 -0.71
H -3.75 -0.43 0.68
H -2.54 -1.68 0.00
H 0.81 -2.81 -0.43
H -0.85 -2.50 -0.22
H 1.35 2.23 1.19
H -0.12 1.06 1.80
H 2.58 -0.18 -1.11
H 2.09 1.43 -1.06
*
```

***

<two>
C6H9N3 in the gas phase. Source: the Open Molecules 2025 dataset; level of theory: wB97M-V/def2-TZVPD.

Frontier orbital gap, eV: 8.988
HOMO level, eV: -8.64
E_LUMO, eV: 0.35

Geometry as ORCA input:
```
! wB97M-V def2-TZVPD RIJCOSX def2/J DEFGRID3
* xyz 0 1
C -1.94 -1.65 0.45
C -1.13 1.33 0.02
C 0.24 0.84 0.01
C 1.41 0.55 0.18
C 2.67 -0.13 0.33
C 3.75 0.02 -0.43
H -1.45 -2.62 0.18
H -1.52 -1.23 1.29
H -3.02 -1.87 0.68
H -0.83 -0.84 -0.96
H -2.95 0.85 -0.81
H -0.72 3.14 0.47
H 2.53 -0.79 1.19
H 4.64 -0.60 -0.49
H 3.73 0.84 -1.13
N -1.85 -0.86 -0.74
N -2.07 0.43 -0.41
N -1.50 2.56 0.18
*
```

***

<three>
2 unconnected molecules or ions with the total composition C6H9N3. Source: the Open Molecules 2025 dataset; level of theory: wB97M-V/def2-TZVPD.

Frontier orbital gap, eV: 9.479
HOMO level, eV: -8.58
E_LUMO, eV: 0.90

Geometry as ORCA input:
```
! wB97M-V def2-TZVPD RIJCOSX def2/J DEFGRID3
* xyz 0 1
C -2.96 -1.02 -0.95
C -2.50 0.77 0.05
C 0.43 0.36 -0.80
C 1.34 -0.88 -0.56
C 1.11 0.29 0.38
C 1.42 0.82 1.67
N -2.76 0.24 -1.18
N -2.79 -1.33 0.35
N -2.56 -0.17 0.99
H -2.99 -1.74 -1.69
H -2.15 1.72 0.25
H -0.21 0.84 -1.39
H -2.96 -2.19 0.78
H 0.88 -1.86 -0.33
H 2.33 -1.02 -1.14
H 2.60 0.72 1.65
H 1.00 0.16 2.50
H 1.27 1.95 1.86
*
```

***

<four>
C6H9N3 in the gas phase. Source: the Open Molecules 2025 dataset; level of theory: wB97M-V/def2-TZVPD.

Frontier orbital gap, eV: 8.486
HOMO level, eV: -7.63
E_LUMO, eV: 0.85

Geometry as ORCA input:
```
! wB97M-V def2-TZVPD RIJCOSX def2/J DEFGRID3
* xyz 0 1
C 3.11 -0.04 0.06
C 0.58 -0.04 -0.02
C 0.44 1.35 -0.04
C -1.56 0.72 0.05
C -2.86 0.11 -0.03
C -2.14 -1.26 0.08
H 3.03 0.65 0.97
H 3.39 0.68 -0.59
H 4.02 -0.73 0.41
H 2.03 -1.25 -0.82
H 1.17 2.15 -0.28
H -3.27 0.46 -0.90
H -3.56 0.45 0.86
H -2.24 -1.81 0.94
H -2.25 -2.16 -0.59
N 1.79 -0.78 -0.02
N -0.85 1.87 0.03
N -0.83 -0.37 -0.11
*
```

***

Which one sits at the bottom of the stability order? <one> does.

***

<one>
2 unconnected molecules or ions with the total composition C2H3Cl3. Source: the Open Molecules 2025 dataset; level of theory: wB97M-V/def2-TZVPD.

Frontier orbital gap (spin up / spin down), eV: 8.320 / 8.389
HOMO level (spin up / spin down), eV: -8.44 / -8.36
E_LUMO (spin up / spin down), eV: -0.12 / 0.03

Geometry as ORCA input:
```
! wB97M-V def2-TZVPD RIJCOSX def2/J DEFGRID3
* xyz 0 1
C -1.16 -0.64 -0.07
C 1.03 0.70 -0.10
Cl -0.58 -2.06 0.68
Cl 1.94 -0.40 0.81
Cl 0.63 2.17 0.52
H -1.45 -0.78 -1.14
H -1.72 0.22 0.39
H 1.31 0.78 -1.09
*
```

***

<two>
A molecular structure, C2H3Cl3. Source: the Open Molecules 2025 dataset; level of theory: wB97M-V/def2-TZVPD.

Frontier orbital gap, eV: 11.352
HOMO level, eV: -10.78
E_LUMO, eV: 0.58

Geometry as ORCA input:
```
! wB97M-V def2-TZVPD RIJCOSX def2/J DEFGRID3
* xyz 0 1
C -0.31 0.45 0.47
C 0.13 -0.39 -0.59
H -1.42 0.64 0.73
H 0.23 -0.19 1.49
H 0.08 1.77 0.43
Cl 1.81 0.16 -0.68
Cl -0.71 -0.47 -2.12
Cl 0.20 -1.97 0.27
*
```

***

Which one sits at the bottom of the stability order? <one> does.

***

<one>
A gas-phase ion, C5H8N (charge +1). Source: the Open Molecules 2025 dataset; level of theory: wB97M-V/def2-TZVPD.

Frontier orbital gap (spin up / spin down), eV: 5.916 / 6.908
HOMO level (spin up / spin down), eV: -10.22 / -15.58
E_LUMO (spin up / spin down), eV: -4.31 / -8.68

Geometry as ORCA input:
```
! wB97M-V def2-TZVPD RIJCOSX def2/J DEFGRID3
* xyz 1 3
C 0.72 0.41 1.85
C 0.46 -0.69 1.16
C 0.75 1.45 0.70
C -0.84 -0.36 -0.95
C 0.48 0.03 -0.21
N -1.15 -1.01 -2.06
H 0.89 0.54 2.95
H 0.12 -1.67 1.43
H -0.08 2.13 0.89
H 1.75 1.99 0.58
H 1.23 -0.15 -0.86
H -1.81 -0.22 -0.39
H -0.41 -1.25 -2.73
H -2.12 -1.20 -2.38
*
```

***

<two>
A molecular structure, C5H8N. Source: the Open Molecules 2025 dataset; level of theory: wB97M-V/def2-TZVPD.

Frontier orbital gap (spin up / spin down), eV: 8.096 / 9.586
HOMO level (spin up / spin down), eV: -11.99 / -16.84
E_LUMO (spin up / spin down), eV: -3.90 / -7.25

Geometry as ORCA input:
```
! wB97M-V def2-TZVPD RIJCOSX def2/J DEFGRID3
* xyz 1 3
C -0.05 1.10 0.10
C -1.51 -0.86 -0.40
C -1.37 0.73 -0.11
C -0.39 -0.80 0.57
C 2.07 -0.04 -0.24
N 0.69 0.04 0.20
H 0.25 2.15 0.21
H -2.55 -1.12 0.11
H -1.53 -1.23 -1.47
H -2.17 1.17 0.34
H -0.48 -0.95 1.58
H 2.60 -0.58 0.57
H 2.37 0.99 -0.27
H 2.06 -0.59 -1.20
*
```

***

<three>
A molecular structure, C5H8N. Source: the Open Molecules 2025 dataset; level of theory: wB97M-V/def2-TZVPD.

Frontier orbital gap (spin up / spin down), eV: 7.819 / 8.289
HOMO level (spin up / spin down), eV: -13.43 / -16.40
E_LUMO (spin up / spin down), eV: -5.61 / -8.11

Geometry as ORCA input:
```
! wB97M-V def2-TZVPD RIJCOSX def2/J DEFGRID3
* xyz 1 3
C 0.08 -0.05 -0.54
C -0.57 0.74 0.48
C 0.66 1.12 -1.01
C 1.15 1.95 -2.02
C -1.13 -1.99 2.08
N 0.69 1.22 0.31
H 0.11 -1.15 -0.78
H 1.59 2.75 -1.52
H 0.36 2.28 -2.72
H 1.70 1.23 -2.69
H -0.98 -0.92 2.35
H -0.36 -2.61 2.54
H -1.26 -2.22 1.00
H -2.04 -2.35 2.52
*
```

***

<four>
A gas-phase ion, C5H8N (charge +1). Source: the Open Molecules 2025 dataset; level of theory: wB97M-V/def2-TZVPD.

Frontier orbital gap (spin up / spin down), eV: 7.506 / 9.907
HOMO level (spin up / spin down), eV: -10.62 / -17.15
E_LUMO (spin up / spin down), eV: -3.12 / -7.24

Geometry as ORCA input:
```
! wB97M-V def2-TZVPD RIJCOSX def2/J DEFGRID3
* xyz 1 3
C -1.38 -0.50 -0.25
C -0.50 0.37 0.22
C 0.95 -1.45 -0.51
C -0.31 -1.13 -1.30
C -0.35 1.43 1.22
N 0.60 -0.04 -0.79
H -2.37 -0.86 0.04
H 0.88 -1.99 0.44
H 1.68 -1.86 -1.05
H -0.39 -1.25 -2.35
H -0.86 1.21 2.04
H -0.62 2.52 0.90
H 0.72 1.61 1.66
H 1.17 0.70 -1.24
*
```

***

Which one sits at the bottom of the stability order? <three> does.

***

<one>
A gas-phase ion, C2H6N3S (charge +1). Source: the Open Molecules 2025 dataset; level of theory: wB97M-V/def2-TZVPD.

Frontier orbital gap, eV: 9.502
HOMO level, eV: -13.62
E_LUMO, eV: -4.12

Geometry as ORCA input:
```
! wB97M-V def2-TZVPD RIJCOSX def2/J DEFGRID3
* xyz 1 1
C -0.43 1.30 0.11
C 0.44 -0.69 -0.61
N -1.53 0.66 0.31
N 0.57 0.68 -0.52
N 1.22 -1.16 0.39
S -1.47 -1.04 -0.12
H -0.14 2.37 0.28
H 0.37 -1.26 -1.58
H -2.36 0.80 0.90
H 1.23 1.19 -1.05
H 0.92 -0.71 1.29
H 1.18 -2.11 0.59
*
```

***

<two>
A molecular structure, C2H6N3S. Source: the Open Molecules 2025 dataset; level of theory: wB97M-V/def2-TZVPD.

Frontier orbital gap (spin up / spin down), eV: 7.892 / 7.344
HOMO level (spin up / spin down), eV: -14.76 / -14.86
E_LUMO (spin up / spin down), eV: -6.87 / -7.51

Geometry as ORCA input:
```
! wB97M-V def2-TZVPD RIJCOSX def2/J DEFGRID3
* xyz 1 1
C -1.03 -0.85 -0.01
C 1.94 0.82 -1.71
N -0.18 -0.77 -1.00
N -0.47 -0.54 1.12
N -2.30 -1.15 -0.23
S 1.36 -0.20 -0.20
H 2.94 1.21 -1.66
H 1.23 1.55 -1.84
H 1.87 0.03 -2.54
H -0.55 -1.25 -1.82
H -2.74 -1.72 -0.95
H -3.01 -0.95 0.63
*
```

***

Which one sits at the bottom of the stability order? <two> does.